Entry 1:
28
Properties=species:S:1:pos:R:3 method="wB97M-V/def2-TZVPD" gap_ev=8.5 total_energy_ha=-462.177671 de_lowest_kcal_mol=65.4 homo_ev=-7.882 fmax_ev_per_a=5.21
C 1.397 0.100 0.028
C -1.237 0.101 -0.117
C 0.358 -0.647 0.719
C 1.611 -0.020 -1.461
C -1.244 1.603 -0.338
C -1.528 -0.652 -1.406
C -2.281 -0.264 0.927
N 2.696 -1.027 0.809
N 0.270 -0.488 2.108
O 1.631 1.351 0.558
H 1.490 2.038 -0.101
H 0.281 -1.680 0.401
H 3.364 -0.347 1.170
H 3.161 -1.506 0.040
H 0.759 -1.230 2.589
H 0.585 0.416 2.435
H 1.384 -1.026 -1.800
H 2.659 0.191 -1.678
H 1.018 0.706 -2.018
H -0.954 2.140 0.566
H -2.255 1.940 -0.597
H -0.623 1.913 -1.179
H -0.902 -0.338 -2.239
H -2.562 -0.472 -1.723
H -1.422 -1.729 -1.269
H -2.086 0.234 1.874
H -2.293 -1.337 1.116
H -3.279 0.031 0.585

---

Entry 2:
14
Properties=species:S:1:pos:R:3 method="wB97M-V/def2-TZVPD" gap_ev=9.3 total_energy_ha=-429.117874 de_lowest_kcal_mol=39.6 homo_ev=-9.290 fmax_ev_per_a=4.70
C -0.240 0.867 0.900
C 1.508 -0.128 -0.499
C -0.446 -1.637 -0.935
C -1.711 0.252 -0.933
H 0.128 1.265 2.880
H 1.842 1.090 1.169
H 2.684 -0.207 -0.584
H -0.289 -2.747 -0.753
H -2.152 0.572 -1.870
N -0.569 1.283 2.051
N 1.126 0.586 0.615
N 0.840 -1.041 -1.107
N -1.678 -1.158 -0.795
N -1.043 1.002 -0.139

---

Entry 3:
6
Properties=species:S:1:pos:R:3 method="wB97M-V/def2-TZVPD" gap_ev="7.3 / 8.4" total_energy_ha=-1507.058269 de_lowest_kcal_mol=37.6 homo_ev="-8.889 / -9.367" fmax_ev_per_a=4.90
C 0.902 -0.800 0.634
O 2.082 -0.820 0.885
O -1.396 -0.235 -1.012
S -0.474 0.764 -1.522
Cl -0.488 -1.355 1.317
Cl -0.625 2.446 -0.302

---

Entry 4:
16
Properties=species:S:1:pos:R:3 method="wB97M-V/def2-TZVPD" gap_ev=9.4 total_energy_ha=-682.027244 de_lowest_kcal_mol=87.0 homo_ev=-8.749 fmax_ev_per_a=5.51
C 0.500 -1.799 -0.950
C 0.692 -0.420 -0.576
C -0.303 -0.087 0.597
H 2.418 -2.978 -0.370
H 0.583 -3.744 -0.094
H -0.668 -2.108 -1.014
H 0.909 -1.929 -1.960
H 1.653 -0.272 -0.002
H 0.777 0.416 -1.439
H -0.053 -1.744 1.516
H -1.253 1.345 1.592
H 0.596 3.299 0.036
N 1.153 -2.764 -0.010
N -0.778 -0.864 1.448
N -0.800 1.195 0.729
S -0.457 2.412 -0.491

---

Entry 5:
74
Properties=species:S:1:pos:R:3 method="wB97M-V/def2-TZVPD" gap_ev=8.9 total_energy_ha=-2303.229362 de_lowest_kcal_mol=51.2 homo_ev=-8.173 fmax_ev_per_a=4.36
Cd -0.426 0.224 0.457
C -1.314 -0.936 3.548
Si 0.456 -0.475 3.550
C 0.846 0.070 5.272
C 1.463 -1.960 2.949
C 0.681 0.940 2.257
C 2.110 0.821 1.773
C 3.210 1.013 2.555
C 4.476 0.675 2.103
C 4.674 0.291 0.780
C 3.526 0.289 -0.002
N 2.313 0.532 0.455
Si 0.265 2.755 2.363
C 1.316 3.718 3.645
C -1.479 2.959 2.933
C 0.561 3.602 0.638
H -1.546 -1.723 4.239
H -1.699 -1.173 2.522
H -1.827 -0.071 3.946
H 0.708 -0.816 5.885
H 0.279 0.813 5.856
H 1.904 0.339 5.284
H 0.958 -2.844 3.413
H 2.432 -2.021 3.290
H 1.471 -1.961 1.878
H 3.144 1.225 3.641
H 5.320 0.718 2.805
H 5.697 0.045 0.412
H 3.507 -0.015 -1.003
H 1.563 4.639 3.160
H 2.338 3.231 3.914
H 0.641 3.859 4.496
H -1.605 2.459 3.812
H -2.175 2.391 2.332
H -1.859 3.974 3.186
H 1.658 3.457 0.382
H 0.209 4.620 0.574
H 0.101 3.007 -0.162
C -3.445 -4.631 -1.976
Si -1.575 -4.103 -2.176
C -0.476 -5.299 -1.142
C -1.046 -3.846 -3.959
C -1.401 -2.371 -1.492
C -1.078 -1.469 -0.731
H -4.031 -3.988 -2.669
H -3.822 -4.437 -0.983
H -3.776 -5.607 -2.300
H -0.127 -6.064 -1.848
H -1.166 -5.732 -0.398
H 0.344 -4.892 -0.724
H -1.857 -3.085 -4.332
H -1.039 -4.756 -4.554
H -0.160 -3.305 -3.921
N -3.008 0.572 -1.696
C -3.554 1.253 -2.741
C -3.250 2.601 -2.653
C -2.378 2.629 -1.567
N -2.247 1.427 -0.954
H -2.818 -0.423 -1.633
H -4.201 0.806 -3.493
H -3.489 3.498 -3.167
H -1.904 3.505 -1.149
N -0.518 -0.313 -5.397
C 0.162 0.329 -4.416
C 1.008 -0.336 -3.522
N 1.601 0.368 -2.571
C 1.590 1.714 -2.475
C 0.795 2.343 -3.483
N 0.075 1.655 -4.402
H -0.299 -1.241 -5.610
H -0.763 0.304 -6.137
H 1.176 -1.447 -3.569
H 2.148 2.297 -1.757
H 0.632 3.375 -3.539

---

Entry 6:
9
Properties=species:S:1:pos:R:3 method="wB97M-V/def2-TZVPD" gap_ev=8.7 total_energy_ha=-711.870319 de_lowest_kcal_mol=116.8 homo_ev=-9.481 fmax_ev_per_a=3.58
N 1.799 0.760 -0.151
O -1.315 -0.997 0.350
Si 2.052 -0.797 0.153
Si -1.838 0.418 -0.033
H 0.928 1.194 -0.532
H 1.455 -2.165 -0.338
H 2.728 -1.088 1.291
H -2.055 1.663 0.656
H -2.487 0.516 -1.344

---

Entry 7:
55
Properties=species:S:1:pos:R:3 method="wB97M-V/def2-TZVPD" s2=8.819 charge=+3 multiplicity=6 gap_ev="7.3 / 5.7" total_energy_ha=-1608.631055 homo_ev="-17.888 / -18.686" fmax_ev_per_a=4.17
Ru -0.614 -0.105 0.324
S 0.288 -1.645 -1.108
S -0.229 2.028 -0.507
C 0.975 -1.407 -2.867
C -1.298 -2.335 -1.643
C -2.119 -1.188 -2.184
N -2.138 -0.054 -1.189
C -2.380 1.243 -1.891
C -1.914 2.371 -1.026
H -1.766 -2.819 -0.784
H -1.102 -3.085 -2.408
H -3.155 -1.503 -2.409
H -1.663 -0.798 -3.098
H -3.450 1.319 -2.136
H -1.811 1.200 -2.817
H -2.516 2.484 -0.129
H -1.915 3.308 -1.569
C 0.650 2.457 -2.093
H -3.002 -0.216 -0.662
H 0.736 1.611 -2.770
H 1.649 2.856 -1.897
H 0.095 3.240 -2.616
H 2.031 -1.684 -2.885
H 0.865 -0.378 -3.192
H 0.446 -2.060 -3.560
C -2.597 -0.443 1.207
C -2.417 -0.749 2.608
H -3.017 -1.343 0.637
H -3.179 0.520 1.030
H -2.474 -1.786 3.010
H -2.729 -0.032 3.399
C 2.645 1.678 0.858
N 2.258 0.308 0.399
C 3.005 0.018 -0.838
C 2.684 -0.674 1.429
C 1.851 -0.458 2.657
N 0.442 -0.414 2.205
C 0.011 -1.805 2.111
C -0.188 0.752 2.806
H 2.555 2.345 -0.027
H 3.718 1.588 1.171
H 2.002 2.034 1.702
H 2.905 -1.052 -1.123
H 2.655 0.706 -1.642
H 4.070 0.260 -0.600
H 2.489 -1.674 1.048
H 3.769 -0.591 1.624
H 1.938 -1.292 3.368
H 2.141 0.452 3.178
H 0.063 -2.295 3.075
H -0.949 -1.942 1.623
H 0.688 -2.276 1.406
H 0.385 1.634 2.509
H -1.168 0.993 2.391
H -0.218 0.698 3.893

---

Entry 8:
76
Properties=species:S:1:pos:R:3 method="wB97M-V/def2-TZVPD" gap_ev=5.2 total_energy_ha=-2811.742969 de_lowest_kcal_mol=94.8 homo_ev=-5.903 fmax_ev_per_a=2.73
C -1.814 -0.648 4.932
C -2.263 -0.106 3.713
C -1.876 -0.991 2.658
H -2.888 0.784 3.594
C -1.148 -2.075 3.258
C -1.141 -1.866 4.663
H -0.765 -2.568 5.413
H -2.029 -0.255 5.932
H -2.209 -0.949 1.612
H -0.813 -2.974 2.732
Mg 0.265 -0.282 2.888
Si 1.378 0.159 -0.568
C 0.080 1.740 -0.631
C 0.468 2.931 -1.251
H 1.470 3.020 -1.678
C -0.430 3.993 -1.352
H -0.113 4.928 -1.829
C -1.723 3.869 -0.828
H -2.414 4.712 -0.888
C -2.127 2.687 -0.209
H -3.139 2.585 0.223
C -1.209 1.628 -0.101
H -1.521 0.717 0.433
C 0.198 -1.388 -0.691
C -1.047 -1.352 -1.373
H -1.474 -0.435 -1.807
C -1.868 -2.494 -1.455
H -2.813 -2.460 -2.011
C -1.493 -3.687 -0.838
H -2.128 -4.583 -0.910
C -0.320 -3.708 -0.069
H -0.042 -4.640 0.449
C 0.474 -2.556 0.051
H 1.342 -2.619 0.718
H 1.298 0.462 0.898
Si 0.562 -0.136 -3.010
C 1.017 -1.577 -4.054
C 0.441 -1.664 -5.347
H 0.144 -0.753 -5.880
C 0.141 -2.919 -5.869
H -0.420 -3.000 -6.792
C 0.493 -4.081 -5.174
H 0.189 -5.055 -5.543
C 1.223 -3.983 -3.988
H 1.494 -4.888 -3.430
C 1.568 -2.739 -3.458
H 2.175 -2.664 -2.549
C 0.293 1.374 -4.120
C -1.087 1.667 -4.184
H -1.809 1.053 -3.634
C -1.558 2.742 -4.927
H -2.627 2.930 -4.966
C -0.668 3.576 -5.620
H -1.054 4.418 -6.207
C 0.697 3.316 -5.535
H 1.399 3.990 -6.048
C 1.193 2.230 -4.800
H 2.272 2.064 -4.744
H 2.159 1.063 -1.345
Cl 3.222 -0.889 -0.150
N 0.986 2.415 5.871
C 0.101 3.350 5.345
C -0.347 2.830 4.160
N 0.260 1.602 3.939
C 1.062 1.370 5.000
C 1.775 0.117 5.203
N 1.702 -0.926 4.348
C 2.398 -1.975 4.935
C 2.913 -1.560 6.134
N 2.510 -0.236 6.295
H 1.500 2.484 6.745
H -0.136 4.265 5.852
H -1.056 3.255 3.463
H 2.482 -2.942 4.464
H 3.501 -2.079 6.867
H 2.726 0.375 7.078

---

Entry 9:
18
Properties=species:S:1:pos:R:3 method="wB97M-V/def2-TZVPD" charge=+1 gap_ev=7.8 total_energy_ha=-3443.135239 de_lowest_kcal_mol=53.9 homo_ev=-13.110 fmax_ev_per_a=11.26
C -2.984 0.076 -0.110
C -1.093 -0.805 -0.740
C -1.929 0.605 0.895
C 0.368 -0.396 1.150
N -2.356 -0.815 -0.903
N 1.214 0.922 -1.385
N -0.639 0.101 0.322
O 0.701 2.265 0.702
O -1.020 2.253 -1.106
S 0.111 1.700 -0.438
Br -2.018 2.031 2.066
H -3.927 0.265 -0.012
H -0.529 -1.565 -1.371
H 0.959 0.386 1.669
H -0.136 -1.023 2.000
H 1.167 -0.959 0.478
H 1.167 1.152 -2.450
H 2.161 0.872 -1.296

---

Entry 10:
14
Properties=species:S:1:pos:R:3 method="wB97M-V/def2-TZVPD" gap_ev=10.2 total_energy_ha=-559.004141 de_lowest_kcal_mol=91.9 homo_ev=-10.439 fmax_ev_per_a=3.81
C -3.225 -0.888 1.436
C -3.681 -0.549 0.289
C 0.248 0.842 0.269
O 1.542 0.244 -2.188
O 3.188 0.420 -0.283
Si 1.703 -0.017 -0.616
H -3.508 -0.962 2.477
H -2.098 -1.057 1.201
H -0.310 1.586 -0.262
H -0.460 -0.038 0.309
H 0.542 1.187 1.212
H 0.689 0.696 -2.489
H 3.854 0.122 -0.947
H 1.518 -1.586 -0.408

---

Entry 11:
59
Properties=species:S:1:pos:R:3 method="wB97M-V/def2-TZVPD" s2=0.753 charge=+2 multiplicity=2 gap_ev="2.3 / 7.2" total_energy_ha=-1551.561007 homo_ev="-7.851 / -12.694" fmax_ev_per_a=5.42
C -3.119 -2.011 -3.601
C -1.639 -1.669 -3.366
O -0.726 -2.309 -3.740
N -1.359 -0.322 -2.637
H -2.202 -0.118 -2.120
H -0.762 -0.582 -1.865
C -1.037 0.834 -3.535
H -3.258 -3.088 -3.690
H -3.582 -1.484 -4.436
H -3.742 -1.665 -2.777
H -0.151 0.618 -4.133
H -0.721 1.699 -2.952
H -1.936 1.157 -4.059
C -1.747 -4.345 -0.860
C -3.109 -3.960 -0.252
O -3.873 -3.148 -0.685
N -3.596 -4.863 0.949
H -3.228 -5.800 0.865
H -3.275 -4.632 1.879
C -5.106 -5.040 0.893
H -1.360 -5.114 -0.191
H -1.092 -3.477 -0.779
H -1.801 -4.735 -1.876
H -5.305 -5.888 1.548
H -5.380 -5.285 -0.133
H -5.571 -4.158 1.334
C 3.267 -0.927 4.879
C 2.348 -1.596 3.865
O 1.955 -2.713 3.986
N 2.065 -0.704 2.591
H 1.331 -1.060 1.996
H 1.721 0.208 2.857
C 3.299 -0.579 1.656
H 3.442 -1.691 5.637
H 2.757 -0.155 5.455
H 4.223 -0.556 4.510
H 3.685 -1.597 1.602
H 3.986 0.120 2.132
H 3.054 -0.075 0.721
C -0.667 2.529 -0.244
C 0.789 2.651 -0.716
N 1.387 3.946 -0.435
C 1.149 5.187 -1.108
C 2.049 6.085 -0.702
N 2.892 5.412 0.227
C 2.439 4.112 0.443
C 4.011 5.978 0.988
H -1.353 3.046 -0.915
H -0.830 3.025 0.713
H -0.871 1.466 -0.115
H 0.902 2.466 -1.784
H 1.267 1.783 -0.262
H 0.304 5.265 -1.777
H 2.106 7.149 -0.879
H 2.908 3.301 0.980
H 3.883 5.663 2.024
H 3.933 7.064 1.049
H 5.016 5.732 0.647
Cl 0.231 -1.150 0.199

---

Entry 12:
93
Properties=species:S:1:pos:R:3 method="wB97M-V/def2-TZVPD" s2=0.758 multiplicity=2 gap_ev="6.1 / 5.9" total_energy_ha=-2599.462452 de_lowest_kcal_mol=41.7 homo_ev="-5.755 / -5.573" fmax_ev_per_a=0.59
Ru 0.502 0.506 -1.382
C -0.748 -3.679 -1.805
C -0.533 -2.396 -1.276
N 0.143 -1.460 -1.912
C 0.640 -1.740 -3.168
C 0.458 -3.004 -3.768
C -0.250 -3.985 -3.034
C 0.949 -3.235 -5.073
C 1.553 -2.213 -5.743
C 1.737 -0.944 -5.163
C 1.326 -0.676 -3.866
N 1.413 0.496 -3.158
C 2.088 1.645 -3.477
C 3.033 1.874 -4.469
C 3.575 3.156 -4.678
C 3.203 4.237 -3.932
C 2.289 4.053 -2.869
C 1.860 5.106 -2.026
C 0.997 4.844 -1.004
C 0.584 3.522 -0.776
N 0.970 2.511 -1.530
C 1.778 2.762 -2.613
H -1.301 -4.404 -1.223
H -0.921 -2.125 -0.302
H -0.399 -4.965 -3.472
H 0.812 -4.207 -5.530
H 1.898 -2.371 -6.758
H 2.164 -0.168 -5.771
H 3.394 1.065 -5.078
H 4.302 3.283 -5.470
H 3.606 5.222 -4.125
H 2.222 6.111 -2.210
H 0.643 5.631 -0.351
H -0.070 3.267 0.051
N -0.218 0.407 0.690
P 0.786 -0.195 1.835
C 0.290 0.326 3.489
C 0.837 -0.283 4.613
C 0.504 0.170 5.882
C -0.372 1.236 6.028
C -0.915 1.849 4.906
C -0.586 1.395 3.637
C 0.859 -1.993 1.817
C -0.076 -2.740 2.529
C -0.109 -4.119 2.386
C 0.789 -4.751 1.535
C 1.713 -4.007 0.813
C 1.744 -2.627 0.945
C 2.477 0.396 1.658
C 2.709 1.655 1.111
C 3.999 2.156 1.039
C 5.062 1.411 1.528
C 4.834 0.169 2.102
C 3.545 -0.339 2.171
H 1.517 -1.119 4.499
H 0.928 -0.310 6.754
H -0.630 1.590 7.017
H -1.599 2.680 5.019
H -1.010 1.864 2.757
H -0.787 -2.239 3.174
H -0.840 -4.698 2.935
H 0.761 -5.828 1.428
H 2.395 -4.498 0.131
H 2.435 -2.042 0.351
H 1.881 2.231 0.733
H 4.171 3.128 0.594
H 6.070 1.800 1.464
H 5.661 -0.411 2.491
H 3.376 -1.312 2.612
N -1.385 -0.229 1.177
C -2.576 -0.008 0.773
C -3.144 0.965 -0.188
C -2.439 1.545 -1.238
C -3.027 2.465 -2.090
C -4.352 2.833 -1.912
C -5.081 2.255 -0.881
C -4.489 1.329 -0.039
C -3.546 -0.898 1.511
C -3.964 -2.092 0.937
C -4.800 -2.956 1.632
C -5.231 -2.627 2.911
C -4.820 -1.433 3.488
C -3.982 -0.574 2.790
H -1.406 1.264 -1.424
H -2.443 2.884 -2.900
H -4.816 3.552 -2.575
H -6.120 2.521 -0.735
H -5.078 0.881 0.750
H -3.627 -2.347 -0.063
H -5.114 -3.886 1.176
H -5.884 -3.297 3.455
H -5.149 -1.172 4.486
H -3.648 0.351 3.247